1.
Formula: C4H10O
Source: the Open Molecules 2025 dataset
Level of theory: ωB97M-V/def2-TZVPD

Summary:
- Kohn-Sham gap: 9.921 eV
- Relative energy (zero: lowest compared OMol25 entry of this formula, charge and spin): 148.94 kJ/mol

Element x y z (Å)
1 C 2.0680 4.1131 1.2604
2 C 1.9655 2.7997 1.2952
3 O 0.9593 2.1919 0.5494
4 H 2.8510 4.6895 1.7110
5 H 1.4301 4.7403 0.6500
6 H 2.5005 2.0885 1.8434
7 H 0.8006 1.3151 0.8949
8 C -1.4920 -3.4987 -1.1920
9 C -1.6860 -1.9863 -0.9170
10 H -0.7157 -3.6259 -1.9465
11 H -2.4339 -4.0035 -1.3579
12 H -1.0312 -3.9752 -0.3160
13 H -1.1036 -1.4096 -1.6289
14 H -2.7337 -1.7368 -0.9359
15 H -1.3790 -1.7022 0.0899


2.
Formula: C3H6ClN
Source: the Open Molecules 2025 dataset
Level of theory: ωB97M-V/def2-TZVPD

Summary:
- Kohn-Sham gap: 11.018 eV
- Relative energy (zero: lowest compared OMol25 entry of this formula, charge and spin): 34.95 kJ/mol

Element x y z (Å)
1 C 1.1558 1.3942 -0.2117
2 C 0.4139 0.5700 0.5344
3 C -0.7729 -0.1328 -0.2300
4 N -0.6131 -1.5541 -0.1185
5 Cl -2.4482 0.4259 0.4120
6 H 1.9716 2.0515 0.0631
7 H 0.7934 1.6379 -1.1628
8 H 0.6644 0.0804 1.4414
9 H -0.6731 0.1577 -1.3362
10 H -0.8271 -1.9328 0.8210
11 H -1.3099 -2.1491 -0.6515


3.
Formula: C22H55BO15S
Source: the Open Molecules 2025 dataset
Level of theory: ωB97M-V/def2-TZVPD

Summary:
- Kohn-Sham gap: 8.829 eV

Element x y z (Å)
1 O -4.6384 -3.1369 3.0444
2 S -4.6536 -2.1227 1.9963
3 O -5.4908 -0.9881 2.3845
4 C -5.1351 -2.8257 0.3794
5 C -3.9327 -3.6842 -0.2094
6 C -2.5175 -2.9529 -0.0433
7 O -1.8230 -3.6980 0.9882
8 B -0.5720 -4.1692 0.5486
9 O 0.5423 -3.9023 1.3983
10 O -0.3325 -4.9179 -0.6252
11 C -2.7029 -1.4781 0.4603
12 C -1.3426 -0.6657 0.4991
13 C -1.0483 0.0959 -0.8373
14 C 0.2762 0.9899 -0.7940
15 C 0.9112 1.0660 0.6420
16 C 0.3451 1.9823 1.6436
17 C 0.8393 2.0885 3.0077
18 C 1.9591 1.2313 3.4220
19 C 2.5206 0.3602 2.4090
20 C 2.0419 0.2419 1.0434
21 O -3.1129 -1.5695 1.8573
22 H -5.4328 -1.9865 -0.2952
23 H -6.0474 -3.4495 0.5796
24 H -4.1789 -3.9098 -1.2754
25 H -3.9329 -4.6382 0.3864
26 H -1.9816 -3.0291 -1.0249
27 H 0.6883 -2.9390 1.4254
28 H -0.5584 -5.8436 -0.4056
29 H -3.4062 -0.8598 -0.1545
30 H -1.4970 0.1028 1.3066
31 H -0.4705 -1.3245 0.7385
32 H -1.8907 0.7863 -1.1135
33 H -0.9200 -0.5911 -1.7247
34 H 1.0624 0.5265 -1.4508
35 H 0.0328 2.0278 -1.1381
36 H -0.5175 2.6342 1.3757
37 H 0.3871 2.8024 3.7357
38 H 2.3709 1.2354 4.4572
39 H 3.3724 -0.3024 2.7038
40 H 2.4812 -0.4409 0.2778
41 C -4.5296 2.6288 -0.8741
42 O -3.6340 3.7238 -0.7092
43 H -4.4206 2.2394 -1.8854
44 H -4.2897 1.8405 -0.1556
45 H -5.5591 2.9633 -0.7255
46 H -3.7481 4.0506 0.1908
47 C -0.9300 -8.0537 1.6046
48 O -1.3817 -8.4924 0.3283
49 H -0.8755 -6.9657 1.6020
50 H -1.6307 -8.3751 2.3783
51 H 0.0627 -8.4625 1.8076
52 H -1.4225 -9.4544 0.3529
53 C 3.9393 1.7953 -3.1688
54 O 3.3911 1.8486 -1.8545
55 H 3.6680 0.8469 -3.6229
56 H 3.5350 2.6142 -3.7721
57 H 5.0261 1.8719 -3.1179
58 H 3.6448 2.6961 -1.4733
59 C 7.0821 -0.1208 -3.7923
60 O 5.7108 -0.4755 -3.6641
61 H 7.1753 0.6317 -4.5738
62 H 7.4500 0.2916 -2.8490
63 H 7.6707 -0.9997 -4.0667
64 H 5.6523 -1.1405 -2.9690
65 C -4.0531 6.8391 -3.0444
66 O -5.4219 6.4833 -2.9133
67 H -3.9592 7.5942 -3.8244
68 H -3.6869 7.2488 -2.0998
69 H -3.4687 5.9578 -3.3216
70 H -5.4778 5.8165 -2.2194
71 C -4.4979 7.0087 -7.4374
72 O -5.3347 7.7288 -6.5429
73 H -4.7173 7.3302 -8.4542
74 H -3.4475 7.2143 -7.2133
75 H -4.6925 5.9366 -7.3485
76 H -5.1238 7.4281 -5.6508
77 C 0.7988 5.3152 0.0409
78 O -0.4247 4.7140 0.4451
79 H 1.6003 4.9269 0.6675
80 H 1.0065 5.0702 -1.0043
81 H 0.7388 6.3999 0.1621
82 H -1.1192 5.0705 -0.1212
83 C 4.0891 -3.3926 4.1987
84 O 3.0819 -2.3862 4.1871
85 H 4.9379 -3.0324 4.7757
86 H 3.6981 -4.3023 4.6621
87 H 4.4125 -3.6052 3.1762
88 H 2.3427 -2.7283 3.6714
89 C 7.6793 -3.8974 6.6862
90 O 7.1982 -4.3496 5.4261
91 H 7.7391 -2.8107 6.6661
92 H 6.9935 -4.2059 7.4795
93 H 8.6738 -4.3096 6.8752
94 H 7.1533 -5.3110 5.4665


4.
Formula: C23H43CaCl2IN3O4Si
Source: the Open Molecules 2025 dataset
Level of theory: ωB97M-V/def2-TZVPD

Summary:
- Total charge: -1
- Kohn-Sham gap: 6.637 eV
- Relative energy (zero: lowest compared OMol25 entry of this formula, charge and spin): 224.28 kJ/mol

Element x y z (Å)
1 C 3.1190 -2.4052 -2.0016
2 C 2.5453 -1.6437 -3.1470
3 H 2.7818 -3.4585 -2.0173
4 H 2.8749 -1.9390 -1.0197
5 H 4.2230 -2.4288 -2.1045
6 C 2.5381 -2.1188 -4.4043
7 C 3.1756 -3.3845 -4.7980
8 H 2.1914 -1.5031 -5.2220
9 H 2.8472 -4.2181 -4.1597
10 H 4.2695 -3.2838 -4.7521
11 H 2.9109 -3.5725 -5.8461
12 Ca 0.3280 0.3134 2.3991
13 Cl 2.3420 0.0894 0.5031
14 C -0.4601 3.3489 1.6061
15 O -0.9817 2.2696 1.9855
16 N -1.1501 4.3370 1.0391
17 C -2.5606 4.0637 0.7250
18 C -0.4405 5.4406 0.3902
19 H 0.6310 3.4793 1.7491
20 H -3.0570 3.6283 1.6122
21 H -2.6503 3.3431 -0.1156
22 H -3.0289 5.0120 0.4454
23 H 0.4490 5.7042 0.9816
24 H -1.1156 6.2958 0.3172
25 H -0.1128 5.1346 -0.6218
26 H -3.0980 1.8410 6.5205
27 H -1.1225 1.7949 8.1855
28 C -2.8759 0.7873 6.2925
29 C -1.0212 0.7327 7.9204
30 N -1.4684 0.5113 6.5559
31 H -3.1371 0.5428 5.2546
32 C -0.5941 0.3411 5.5596
33 O -0.9115 0.3395 4.3515
34 H 0.0307 0.4185 8.0019
35 H 0.4625 0.2142 5.8608
36 H -3.4751 0.1841 6.9876
37 H -1.6455 0.1419 8.5953
38 H 0.3142 -4.9495 3.3980
39 H 0.3925 -3.1676 1.0791
40 C -0.7196 -5.1374 3.0474
41 C -0.4506 -3.8762 0.9512
42 N -1.1187 -3.9839 2.2573
43 H -1.3759 -5.2483 3.9356
44 C -1.2787 -2.8018 2.9641
45 O -1.3198 -1.6765 2.4575
46 H -1.1225 -3.5242 0.1739
47 H -1.2397 -2.8922 4.0714
48 H -0.7335 -6.0628 2.4294
49 H -0.0106 -4.8460 0.6864
50 O 0.8754 -0.5497 -1.8703
51 C 1.9098 -0.3200 -2.8310
52 C 0.4517 -0.1031 -4.9002
53 C 1.4481 0.4440 -4.0835
54 H 0.0187 -1.0816 -4.6465
55 C 0.0422 0.5974 -6.0317
56 H 2.7083 0.2601 -2.3359
57 C 2.0935 1.6410 -4.4114
58 H -0.7480 0.1872 -6.6503
59 C 0.6499 1.8166 -6.3450
60 C 1.6744 2.3339 -5.5573
61 H 2.8836 1.9818 -3.7275
62 H 0.3373 2.3685 -7.2233
63 H 2.1740 3.2775 -5.7771
64 Si -0.6727 0.1327 -1.7087
65 Cl 1.7418 -2.8331 2.5442
66 C -1.8461 -0.5942 -2.9480
67 C -0.4394 1.9943 -2.0101
68 C -1.0874 -0.0918 0.0646
69 H -1.7780 -0.1837 -3.9657
70 H -2.8540 -0.3687 -2.5790
71 H -1.7448 -1.6845 -3.0284
72 H -1.4551 -1.1080 0.3176
73 H -1.7540 0.7156 0.4568
74 H -0.0214 0.0007 0.3985
75 H -0.1296 2.2136 -3.0416
76 H 0.3557 2.3632 -1.3447
77 H -1.3457 2.5870 -1.8144
78 I 2.3617 1.8166 3.9685


5.
Formula: H6IO3
Source: the Open Molecules 2025 dataset
Level of theory: ωB97M-V/def2-TZVPD

Summary:
- Total charge: -1
- Kohn-Sham gap: 7.738 eV
- Relative energy (zero: lowest compared OMol25 entry of this formula, charge and spin): 26.22 kJ/mol

Element x y z (Å)
1 I 1.7167 0.5578 0.0194
2 O 2.0618 -1.7004 -2.5876
3 H 2.1283 -2.4850 -2.0433
4 H 1.9541 -0.9833 -1.9628
5 O -2.0739 1.3062 -0.4017
6 H -1.1322 1.1651 -0.3038
7 H -2.2037 2.2265 -0.1728
8 O -0.6174 -0.1650 2.7911
9 H -0.4293 -0.3017 1.8626
10 H -1.4044 0.3798 2.7989


6.
Formula: C7H15NO4S
Source: the Open Molecules 2025 dataset
Level of theory: ωB97M-V/def2-TZVPD

Summary:
- Kohn-Sham gap: 9.768 eV
- Relative energy (zero: lowest compared OMol25 entry of this formula, charge and spin): 244.86 kJ/mol

Element x y z (Å)
1 C -0.7311 -2.4065 -0.3433
2 C -1.1316 -3.4237 -1.3689
3 C 0.4108 2.8545 -0.8006
4 C 0.4041 -0.2325 2.3009
5 C 2.2861 0.2898 0.8124
6 C 0.2677 1.3576 -1.1408
7 C 0.0041 0.5301 0.0393
8 N 0.8694 0.2841 1.0025
9 O -1.9596 1.4832 1.6372
10 O -0.5557 -2.6732 0.8391
11 O -2.3335 0.9501 -0.7584
12 O -0.6429 -1.1600 -0.8297
13 S -1.7926 0.4046 0.6381
14 H -0.7045 -4.3287 -1.1888
15 H -0.9866 -2.9856 -2.4316
16 H -2.2199 -3.5716 -1.1232
17 H 1.2343 2.9364 -0.1024
18 H -0.4003 3.3152 -0.3364
19 H 0.7630 3.5066 -1.7320
20 H -0.3393 0.4425 2.8001
21 H -0.1698 -1.1737 2.1700
22 H 1.2598 -0.1627 2.9026
23 H 3.0239 -0.6561 0.7627
24 H 2.5676 0.8351 -0.1534
25 H 2.7043 1.0277 1.5569
26 H -0.5746 1.2365 -1.9467
27 H 1.1056 1.0131 -1.7142
28 H -2.3587 0.3073 -1.4914


no.,E_HOMO (eV)
1,-9.175
2,-9.899
3,-8.517
4,-4.397
5,-4.230
6,-9.289